Entry 1:
Below is a 2-piece molecular cluster, CH2Cl2FP overall at a distorted geometry, with properties calculated with wB97M-V/def2-TZVPD.

Results
HOMO-LUMO gap (spin up / spin down) = 0.317 / 0.276 hartree
Total charge = 0

The geometry in XYZ format:
```
7
Properties=species:S:1:pos:R:3:forces:R:3
F -0.5192 1.2094 -1.1289 -0.05 0.27 0.14
P -3.3592 -0.2713 0.7507 0.48 -0.61 0.77
Cl -4.0881 -1.7641 -0.4025 -0.14 -0.28 -0.24
H -0.1927 0.0515 0.6001 0.21 0.51 -1.28
C -0.0211 0.1449 -0.5067 -0.35 -0.26 1.63
Cl -3.9121 1.3471 -0.2436 -0.28 0.87 -0.56
H 0.0071 -0.7318 -1.1089 0.13 -0.51 -0.46
```
Positions in Å, forces in eV/Å.

Entry 2:
Below is a 2-piece molecular cluster, C2H9NSi overall at a distorted geometry, with properties calculated with wB97M-V/def2-TZVPD.

Results
HOMO-LUMO gap (spin up / spin down) = 0.306 / 0.278 hartree
Total charge = 0

The geometry in XYZ format:
```
13
Properties=species:S:1:pos:R:3:forces:R:3
H -2.3483 0.1950 -1.4347 1.09 -0.62 -2.42
H 2.7185 -0.4777 0.0624 -0.49 0.69 0.21
H -3.2099 -0.5006 -0.0417 -0.91 -1.13 0.81
C 2.1956 0.4763 -0.2174 0.53 -2.46 -0.64
Si -0.1366 -0.9233 0.9951 0.90 1.11 -0.91
H -2.8026 1.2501 -0.1852 -0.37 3.36 1.67
H 2.5940 1.2237 0.4562 0.08 0.52 -0.25
C -2.7839 0.3119 -0.5224 0.54 -1.85 0.30
N 0.7430 0.2430 -0.0311 -1.42 1.10 -1.07
H 0.1224 0.9968 -0.4688 1.42 -1.70 0.84
H 2.6086 0.5255 -1.2983 -1.25 0.66 1.49
H 0.7669 -0.9914 2.1975 -0.41 -0.34 -0.12
H -0.4679 -2.3294 0.4882 0.29 0.65 0.10
```
Positions in Å, forces in eV/Å.

Entry 3:
Below is C5H8ClOP as an isolated structure at a distorted geometry, with properties calculated with wB97M-V/def2-TZVPD.

Results
HOMO-LUMO gap = 0.390 hartree
Total charge = 0

The geometry in XYZ format:
```
16
Properties=species:S:1:pos:R:3:forces:R:3
H 2.4325 -1.2170 -0.7494 0.27 0.13 -0.71
C -0.8708 0.9578 -1.2109 -0.02 -1.36 1.58
C 1.5381 -1.2070 -0.1571 0.11 1.53 1.55
O -2.9092 1.2586 0.4909 -1.52 1.32 0.58
C 1.0196 0.2353 0.1455 -4.39 -3.61 1.23
P -1.8250 0.3529 0.1893 0.54 0.41 -0.13
H -1.3395 1.2036 -2.1059 -0.65 0.72 -1.34
C 0.4191 0.9416 -0.9657 1.79 -0.47 -2.67
C -0.5737 0.1500 1.4072 3.49 -0.52 -3.09
H 1.8252 -1.6488 0.7801 0.40 0.04 0.70
H 0.8121 -1.8870 -0.4720 -1.33 -0.71 -1.24
Cl -2.6065 -1.4666 -0.0759 0.14 -0.94 -0.50
H -0.3619 1.0847 1.8085 0.00 1.67 1.11
H -0.5330 -0.6454 2.1172 -0.06 -0.57 0.10
H 1.1937 1.1508 -1.7738 -1.11 0.41 0.87
H 1.7794 0.7365 0.5720 2.35 1.96 1.97
```
Positions in Å, forces in eV/Å.

Entry 4:
Below is C4H11CdCl2O4Ti as an isolated structure at a distorted geometry, with properties calculated with wB97M-V/def2-TZVPD.

Results
<S²> = 0.88
Spin multiplicity = 2
HOMO-LUMO gap (spin up / spin down) = 0.132 / 0.138 hartree
Total charge = -2

The geometry in XYZ format:
```
23
Properties=species:S:1:pos:R:3:forces:R:3
O -1.6535 -1.2093 0.5745 -0.41 -5.88 -1.16
Ti -0.6282 2.8726 -0.3012 -1.36 -3.79 0.30
O -0.1671 -1.8678 -1.1944 -1.12 -1.08 -0.39
C 1.3686 3.0175 0.1003 1.77 -0.01 0.22
Cl -1.6872 4.4368 0.8215 -1.29 1.96 1.41
C -1.4476 0.6047 -0.1309 1.20 7.29 -1.89
H 1.7370 3.5953 -0.7617 0.25 0.04 0.18
H -2.1513 0.9445 0.6289 0.19 -0.32 0.40
C 2.1558 -1.0335 1.0786 0.63 -0.08 0.01
H -1.9858 0.3985 -1.0468 0.10 -0.38 -0.02
H -1.6480 4.0948 -2.3390 -0.01 0.05 -0.34
H 2.0138 2.1387 0.2405 0.31 0.29 0.07
H 1.7857 -2.0565 1.2337 0.09 0.25 -0.05
H 3.0519 -1.0591 0.4458 0.07 -0.12 0.31
H 0.1103 3.8321 -2.6136 -0.06 0.07 -0.22
H 1.4100 3.6420 1.0054 0.24 -0.04 0.00
H 2.3822 -0.5701 2.0472 0.15 -0.15 -0.15
O -1.5119 -3.5097 -0.0829 0.01 -1.18 -0.79
C -0.8228 3.3748 -2.2591 -0.17 0.43 -1.52
Cd 0.6193 0.0554 0.1262 -1.10 0.27 0.53
H -1.0504 2.4798 -2.8512 0.03 0.09 -0.15
O -2.5410 -1.9060 -1.5442 0.01 -0.69 -0.58
Cl -1.4913 -2.1818 -0.6150 0.47 2.96 3.83
```
Positions in Å, forces in eV/Å.

Entry 5:
Below is a 2-piece molecular cluster, C6H17N3O2 overall at a distorted geometry, with properties calculated with wB97M-V/def2-TZVPD.

Results
HOMO-LUMO gap = 0.405 hartree
Total charge = +2

The geometry in XYZ format:
```
28
Properties=species:S:1:pos:R:3:forces:R:3
O 0.1049 -1.0848 -0.0446 0.68 0.32 0.09
H 2.2786 -4.1548 0.1349 -1.02 0.20 0.73
H 2.5736 -0.8817 2.6595 0.25 -0.89 -0.69
H 4.2488 -3.8270 -0.4764 1.48 -2.77 -0.42
C 0.1625 1.8074 0.3572 2.03 -2.11 1.21
H 0.2627 1.4682 1.4324 0.07 0.18 -1.19
O 3.8025 -3.0577 -0.2558 0.22 4.07 -0.05
C 2.3759 -2.5373 1.4685 0.49 0.43 -0.68
H 1.1115 1.6888 -0.2358 -0.77 -0.18 1.02
H 0.4132 1.6340 -2.2624 -2.69 -0.39 1.17
C -0.7453 1.5620 -1.9238 3.34 0.92 1.66
C -0.7325 -0.3269 -0.3353 -1.75 -0.82 0.21
H -2.9871 0.8640 0.7286 0.91 0.32 -0.42
H -2.4431 -2.0490 -0.4305 1.19 2.13 -0.60
H -1.1504 2.5418 -2.1080 -0.40 0.23 0.02
C -2.3339 1.5693 0.1448 -2.45 1.24 -0.24
H -2.0423 -1.2332 -1.9016 -0.38 0.35 1.92
N 2.7215 -3.3140 0.4778 -0.52 -0.94 0.44
H 1.4449 -2.5921 1.9009 -2.14 -1.44 0.66
H -2.9819 1.9847 -0.6972 0.72 -0.76 0.89
H -2.9525 -0.3697 -0.6247 1.93 -1.93 -0.90
H -2.2571 2.4428 0.8132 0.23 -0.40 -0.17
H 3.8424 -1.1558 1.5178 0.21 -0.07 0.09
C -0.9758 1.1525 -0.3624 1.62 0.02 -1.86
H 0.0065 2.8200 0.4090 -0.54 2.55 0.02
N 2.9864 -1.4932 1.9362 1.24 1.33 -0.01
N -2.1263 -1.0830 -0.8362 -2.58 -0.08 -0.92
H -1.1739 0.8352 -2.5000 -1.37 -1.52 -1.99
```
Positions in Å, forces in eV/Å.

Entry 6:
Below is C6H4N4O as an isolated structure at a distorted geometry, with properties calculated with wB97M-V/def2-TZVPD.

Results
HOMO-LUMO gap = 0.318 hartree
Total charge = 0

The geometry in XYZ format:
```
15
Properties=species:S:1:pos:R:3:forces:R:3
N -4.5057 -1.0398 -0.0008 -2.49 -1.74 0.05
H -0.0558 2.6333 0.0020 0.04 0.16 0.02
N -3.8122 1.2968 -0.0093 -2.41 0.94 0.02
C -1.8267 -0.2168 0.0001 -4.34 1.50 -0.03
C -0.9140 -1.2158 -0.0023 0.17 -0.33 0.00
C -0.2829 1.5806 0.0091 -0.39 -0.16 -0.02
O -5.7207 -0.9050 0.0146 1.18 0.50 -0.02
C -1.6026 1.1367 0.0063 0.37 -1.36 -0.01
C 0.4026 -0.7518 0.0047 -0.10 -0.13 0.00
N -2.7557 1.9336 0.0010 0.22 0.81 -0.01
H 1.7381 0.9070 0.0045 0.10 0.03 0.01
H -1.1661 -2.2627 -0.0116 -0.02 -0.11 0.01
H 1.2054 -1.4728 0.0037 0.08 -0.06 0.00
C 0.7016 0.6073 0.0082 0.17 0.08 -0.01
N -3.7344 -0.0149 -0.0160 7.42 -0.13 0.01
```
Positions in Å, forces in eV/Å.

In eV, the ΔE to the lowest compared entry with this formula, charge and spin values for the records above are, in order, 2.2584, 5.0367, 1.5381, 2.6583, 0.7346, 4.6536.